No. 1
{"formula": "C28H39FN5OSr", "method": "ωB97M-V/def2-TZVPD", "charge": 1, "e_homo_ev": -9.617, "energy_ev": -42718.330, "e_above_lowest_kcal_mol": 0.0, "gap_ev": 6.9, "elements": ["Sr", "C", "C", "C", "C", "C", "C", "C", "C", "C", "C", "C", "C", "N", "C", "C", "C", "C", "C", "C", "F", "H", "H", "H", "H", "H", "H", "H", "H", "H", "H", "H", "H", "H", "H", "H", "H", "H", "H", "H", "H", "H", "N", "C", "C", "C", "C", "N", "H", "H", "H", "H", "H", "H", "H", "H", "H", "H", "H", "H", "N", "C", "O", "C", "C", "C", "C", "N", "C", "H", "H", "H", "H", "H", "H"], "xyz": [[-1.46900, 0.00350, -0.18003], [2.73237, -3.00887, -0.25915], [2.84136, -1.68692, 0.50964], [4.01310, -1.75830, 1.49329], [2.96178, -0.51577, -0.44962], [4.02445, -0.49072, -1.34756], [4.14520, 0.50642, -2.30027], [3.18736, 1.50313, -2.36357], [2.12083, 1.52332, -1.47249], [1.07751, 2.61729, -1.55770], [0.02516, 2.29136, -2.62668], [1.66684, 4.00648, -1.79833], [1.99883, 0.50972, -0.50294], [0.83520, 0.46872, 0.31428], [0.97568, 0.82781, 1.63030], [2.12353, 1.39920, 2.22391], [2.17480, 1.73449, 3.56615], [1.09204, 1.53018, 4.41439], [-0.06859, 0.99027, 3.87880], [-0.07881, 0.68229, 2.54560], [-1.29736, 0.13344, 2.03161], [2.42137, -3.82201, 0.39935], [3.69433, -3.28841, -0.69294], [2.02190, -2.93329, -1.08555], [1.92434, -1.55332, 1.08685], [4.95814, -1.88372, 0.96079], [3.89412, -2.60977, 2.16548], [4.08216, -0.85750, 2.09953], [4.76961, -1.27622, -1.30698], [4.97629, 0.50295, -2.99296], [3.27794, 2.28111, -3.11198], [0.58963, 2.62598, -0.58520], [0.48836, 2.23224, -3.61259], [-0.75983, 3.05196, -2.67446], [-0.44792, 1.31213, -2.45907], [2.07731, 4.10459, -2.80450], [2.46474, 4.21720, -1.08688], [0.89844, 4.77528, -1.68720], [2.98243, 1.57580, 1.59001], [3.08639, 2.16442, 3.96091], [1.14223, 1.78858, 5.46155], [-0.95109, 0.81098, 4.47864], [-4.36448, 0.00061, -0.04862], [-4.83626, 1.34966, 0.33598], [-4.40915, 2.39260, -0.69380], [-4.02126, 3.73209, -0.07056], [-2.88883, 3.63093, 0.94516], [-1.75763, 2.84827, 0.40969], [-4.83717, -0.29054, -0.90061], [-4.66844, -0.65704, 0.66335], [-4.39252, 1.56688, 1.30675], [-5.92023, 1.37436, 0.46970], [-5.20351, 2.54936, -1.42540], [-3.55337, 2.00399, -1.25545], [-4.88466, 4.18617, 0.42128], [-3.72992, 4.41849, -0.87008], [-3.22361, 3.14445, 1.86179], [-2.58086, 4.64106, 1.22717], [-1.00329, 2.85458, 1.09441], [-1.38254, 3.33836, -0.39823], [1.21033, -5.33145, -1.91987], [0.39441, -5.74662, -0.92110], [0.55377, -6.77521, -0.30347], [-0.75871, -4.83846, -0.58029], [-1.93118, -5.41640, -0.11420], [-2.98281, -4.59588, 0.25062], [-2.81233, -3.22652, 0.15918], [-1.68247, -2.64998, -0.26497], [-0.67772, -3.45814, -0.62932], [1.97357, -5.93398, -2.18151], [0.97244, -4.56860, -2.52698], [-1.99144, -6.49356, -0.03095], [-3.91476, -5.00382, 0.61453], [-3.61226, -2.56082, 0.45498], [0.24373, -2.97096, -0.93157]], "forces_ev_per_angstrom": [[-0.56, 0.31, -1.55], [0.07, 0.15, -0.02], [0.04, 0.03, 0.06], [-0.05, -0.01, -0.04], [-0.01, -0.03, 0.01], [0.01, 0.03, 0.02], [-0.01, -0.03, 0.00], [0.00, 0.01, 0.03], [0.05, -0.01, 0.01], [-0.01, -0.01, -0.02], [0.03, 0.02, 0.08], [-0.02, -0.02, -0.05], [-0.16, -0.14, -0.18], [-0.03, -0.05, 0.39], [0.05, 0.02, -0.10], [0.01, 0.01, -0.05], [-0.01, -0.03, 0.03], [0.04, 0.03, -0.04], [-0.04, 0.04, 0.01], [0.03, 0.01, 0.05], [0.31, 0.04, 1.35], [-0.01, -0.01, 0.00], [0.01, 0.00, -0.02], [0.26, 0.04, 0.09], [0.00, 0.01, -0.02], [0.00, 0.00, 0.01], [0.00, -0.01, 0.00], [-0.01, 0.07, 0.02], [0.01, -0.01, 0.00], [0.01, 0.00, 0.00], [0.00, 0.00, 0.01], [-0.03, 0.05, 0.07], [0.00, -0.01, -0.02], [0.00, -0.02, 0.00], [0.04, 0.02, -0.01], [0.01, 0.00, 0.00], [0.00, 0.01, 0.01], [0.00, -0.01, -0.01], [0.04, -0.02, -0.01], [0.00, 0.00, -0.01], [0.00, 0.00, 0.01], [0.00, -0.02, 0.00], [0.14, -0.09, 0.01], [0.03, 0.00, -0.04], [-0.02, 0.01, 0.04], [0.00, -0.02, 0.00], [0.01, 0.02, -0.03], [0.08, -0.20, 0.02], [0.01, 0.01, 0.00], [-0.06, 0.00, -0.03], [0.00, 0.00, 0.01], [0.00, 0.00, 0.02], [0.01, -0.01, -0.01], [0.00, 0.01, -0.01], [0.00, 0.00, -0.01], [0.00, 0.01, 0.00], [0.00, -0.01, 0.00], [0.01, -0.01, 0.02], [0.02, 0.00, -0.01], [0.02, 0.00, -0.01], [-0.05, -0.09, -0.04], [-0.01, 0.06, -0.06], [0.01, -0.07, 0.02], [0.03, -0.02, 0.00], [-0.03, -0.02, 0.05], [0.01, -0.01, 0.01], [0.07, -0.04, -0.01], [-0.09, -0.09, -0.01], [0.01, 0.14, -0.04], [-0.01, 0.00, 0.00], [-0.01, -0.03, 0.00], [0.01, 0.00, -0.01], [0.00, 0.00, 0.00], [-0.02, 0.02, -0.01], [-0.21, -0.03, 0.01]], "mulliken_charge": [1.80, -1.66, 0.86, -1.67, 0.91, -0.46, -1.63, -0.52, 0.82, 1.76, -1.06, -1.83, -2.11, 1.42, -0.22, -0.51, -1.02, -0.57, -0.82, 0.66, -0.41, 0.51, 0.43, 0.22, 0.30, 0.33, 0.47, 0.36, 0.39, 0.38, 0.32, -0.43, 0.38, 0.40, 0.04, 0.38, 0.41, 0.42, 0.60, 0.43, 0.41, 0.47, -0.46, -0.69, -0.23, -0.91, -1.00, 0.05, 0.22, 0.25, 0.27, 0.42, 0.43, 0.09, 0.36, 0.40, 0.44, 0.45, 0.10, 0.03, -0.31, 0.39, -0.60, 0.51, -0.56, -0.84, -0.05, -0.01, -0.07, 0.22, 0.21, 0.51, 0.45, 0.11, -0.16]}


No. 2
{"formula": "C28H39N3O2S", "method": "ωB97M-V/def2-TZVPD", "smiles": "CC(C)(C)CC(C)(C)c1ccc(OCCOCCc2cccc3nsnc23)cc1.CCCC#N", "e_homo_ev": -8.047, "energy_ev": -49063.685, "e_above_lowest_kcal_mol": 57.7, "gap_ev": 7.1, "elements": ["C", "C", "C", "C", "C", "C", "C", "C", "C", "C", "C", "C", "O", "C", "C", "O", "C", "C", "C", "C", "C", "C", "C", "N", "S", "N", "C", "C", "C", "H", "H", "H", "H", "H", "H", "H", "H", "H", "H", "H", "H", "H", "H", "H", "H", "H", "H", "H", "H", "H", "H", "H", "H", "H", "H", "H", "H", "H", "H", "H", "H", "C", "C", "C", "C", "N", "H", "H", "H", "H", "H", "H", "H"], "xyz": [[-2.07482, -4.96200, -3.69155], [-1.76930, -4.90799, -2.11176], [-2.52849, -3.71145, -1.38710], [-2.44567, -6.24815, -1.52601], [-0.22562, -5.02787, -1.76596], [0.63004, -3.69153, -1.82809], [0.21398, -2.66691, -2.95832], [2.12795, -4.14910, -2.19086], [0.76044, -2.94515, -0.42852], [1.81973, -3.32421, 0.55995], [1.99028, -2.61555, 1.85919], [1.12584, -1.49254, 2.25576], [1.20402, -0.77437, 3.44996], [2.49277, -0.16642, 3.64630], [2.51749, 1.33008, 3.12487], [1.76735, 2.10792, 4.07996], [1.92271, 3.48007, 3.66214], [1.12780, 4.37737, 4.72654], [0.83273, 5.75110, 4.02031], [-0.51578, 6.32656, 4.13999], [-0.77137, 7.64712, 3.40762], [0.21126, 8.35404, 2.61869], [1.59779, 7.78327, 2.51119], [2.68132, 8.26220, 1.83527], [4.01110, 7.24782, 2.04977], [3.20527, 6.13848, 3.00768], [1.89889, 6.45789, 3.23349], [0.05922, -1.10222, 1.28718], [-0.11179, -1.81113, -0.00899], [-2.66875, -5.86496, -3.98817], [-2.52853, -3.99048, -4.06051], [-1.07207, -5.04804, -4.21927], [-2.15322, -3.59162, -0.33541], [-3.60928, -4.05601, -1.28993], [-2.56656, -2.75710, -1.98549], [-2.66389, -6.18013, -0.42723], [-3.43505, -6.37847, -2.06671], [-1.82661, -7.16040, -1.79739], [0.25923, -5.81898, -2.41176], [-0.17114, -5.43246, -0.70511], [0.05376, -3.23227, -3.91410], [1.10078, -1.97560, -3.12314], [-0.64455, -1.99586, -2.69166], [2.82758, -3.27651, -2.30346], [2.06640, -4.63526, -3.21811], [2.50570, -4.95184, -1.50116], [2.56190, -4.14307, 0.37305], [2.82046, -2.92200, 2.55649], [2.63949, -0.09213, 4.76897], [3.36024, -0.75720, 3.24848], [2.11341, 1.42326, 2.07408], [3.60219, 1.66099, 3.08365], [1.42561, 3.65405, 2.65797], [3.02506, 3.71915, 3.64918], [1.74859, 4.54128, 5.65631], [0.18599, 3.79314, 4.94601], [-1.30611, 5.80652, 4.74440], [-1.80374, 8.06956, 3.51756], [0.00701, 9.32083, 2.09288], [-0.60171, -0.23405, 1.55342], [-0.89509, -1.48201, -0.72803], [-1.09878, 2.15983, -3.58040], [-2.42219, 1.78653, -4.24045], [-3.48805, 1.34872, -3.23197], [-3.02051, 0.14856, -2.48685], [-2.65833, -0.78125, -1.90961], [-0.65364, 1.30806, -3.06076], [-0.38039, 2.49227, -4.33202], [-1.23524, 2.96986, -2.85887], [-2.24481, 0.98461, -4.96260], [-2.79559, 2.64700, -4.80136], [-4.41835, 1.10516, -3.74908], [-3.69638, 2.15098, -2.52054]], "forces_ev_per_angstrom": [[1.43, 0.69, 0.16], [-0.95, -1.28, 0.31], [-0.58, -1.04, -0.61], [-0.19, 0.17, -0.94], [-0.51, 0.43, 0.59], [1.58, 0.35, 0.46], [0.77, 0.12, 0.20], [-0.83, -0.44, -1.14], [0.42, 1.10, 2.69], [-1.33, 1.89, 0.79], [-1.23, 0.61, -1.02], [-1.29, -1.07, -3.31], [1.05, -0.82, -1.25], [0.45, 1.34, 0.96], [0.33, -1.45, 0.42], [0.96, 0.55, -1.77], [-0.71, 0.36, 1.34], [0.83, 0.14, -1.45], [-2.39, 0.42, 0.85], [3.88, 0.91, -1.97], [1.55, -0.14, -0.42], [-0.26, -1.63, 1.22], [0.38, -1.27, 0.49], [-0.89, -0.62, 0.84], [-4.43, -0.22, 1.52], [-0.77, -0.12, 0.39], [0.61, 2.07, -1.37], [1.46, -1.68, -0.55], [1.88, -0.74, 1.31], [0.33, 1.02, 0.31], [0.26, -1.26, 0.41], [-1.23, 0.02, 0.40], [-0.22, 0.19, -1.07], [1.13, 0.48, -0.12], [0.42, -1.44, 1.04], [0.49, -0.16, -0.94], [0.99, 0.13, 0.81], [-0.61, 1.00, 0.56], [-0.61, 0.88, 0.46], [0.06, 0.53, -1.13], [-0.08, 0.69, 0.84], [-0.99, -0.76, 0.16], [0.62, -0.99, -0.41], [-0.62, -0.87, 0.50], [0.13, 0.53, 1.10], [-0.25, 0.97, -0.60], [-1.00, 0.94, 0.10], [-1.01, 0.23, -0.92], [-0.22, -0.13, -1.27], [-1.02, 0.41, 0.04], [0.13, -0.13, 1.03], [-1.05, -0.20, 0.19], [0.76, -0.29, 0.87], [-1.24, 0.01, -0.23], [-0.74, -0.30, -0.96], [0.94, 0.96, -0.05], [0.96, 0.70, -0.81], [1.19, -0.32, -0.26], [0.00, -1.12, 0.67], [0.72, -1.05, -0.34], [0.69, -0.19, 0.99], [0.04, 0.01, -0.02], [0.33, 0.12, -0.09], [0.34, -0.49, 0.03], [-0.34, 0.16, 0.06], [-0.27, 1.33, -0.43], [-0.06, 0.03, 0.02], [-0.04, 0.02, 0.06], [0.04, -0.05, -0.02], [-0.13, 0.03, 0.04], [-0.11, -0.09, 0.04], [0.02, -0.08, 0.14], [0.03, -0.12, 0.05]], "mulliken_charge": [-1.42, 2.27, -1.13, -1.70, -1.66, 2.45, -1.30, -1.74, -0.19, -0.40, -0.68, 0.10, -0.41, -0.54, -0.40, -0.31, -0.64, -0.44, 0.58, -0.77, -0.32, -0.69, 0.72, -0.67, 0.19, -0.54, 0.50, -0.57, 0.08, 0.38, 0.23, 0.29, 0.24, 0.48, -0.05, 0.36, 0.46, 0.37, 0.42, 0.29, 0.22, 0.44, 0.01, 0.33, 0.48, 0.40, 0.10, 0.40, 0.22, 0.41, 0.30, 0.30, 0.30, 0.35, 0.27, 0.28, 0.34, 0.31, 0.36, 0.39, 0.14, -0.99, -0.43, -0.43, 0.03, -0.43, 0.22, 0.32, 0.30, 0.30, 0.31, 0.28, 0.28]}


No. 3
{"formula": "C28H40BNNiO4PSe2Si", "method": "ωB97M-V/def2-TZVPD", "charge": -1, "e_homo_ev": -4.628, "energy_ev": -228951.367, "e_above_lowest_kcal_mol": 0.0, "gap_ev": 7.1, "elements": ["Ni", "Se", "P", "Se", "C", "C", "C", "C", "C", "C", "C", "C", "C", "C", "C", "C", "H", "H", "H", "H", "H", "H", "H", "H", "H", "H", "C", "Si", "C", "C", "C", "C", "H", "H", "H", "H", "H", "H", "H", "H", "H", "C", "C", "C", "O", "B", "O", "C", "C", "C", "H", "H", "H", "H", "H", "H", "H", "H", "H", "H", "H", "H", "O", "C", "O", "C", "N", "C", "C", "C", "H", "H", "H", "H", "H", "H", "H", "H", "H"], "xyz": [[-0.14181, 0.96392, 0.05414], [2.20850, 0.57462, 0.22978], [2.17140, 2.07357, -1.31894], [0.16846, 2.79642, -1.59406], [2.80722, 1.35774, -2.87888], [2.03031, 1.31720, -4.02627], [2.51822, 0.70364, -5.17499], [3.77972, 0.13153, -5.17327], [4.56051, 0.17060, -4.02337], [4.07591, 0.77715, -2.87808], [3.36308, 3.42719, -1.01044], [4.26483, 3.37685, 0.04219], [5.17588, 4.41050, 0.22338], [5.18406, 5.49181, -0.64301], [4.27484, 5.54713, -1.69388], [3.36631, 4.51835, -1.87668], [1.03807, 1.75237, -4.00228], [1.90558, 0.66390, -6.06682], [4.15529, -0.35281, -6.06619], [5.54199, -0.28682, -4.01762], [4.66953, 0.78478, -1.97088], [4.23785, 2.53423, 0.72357], [5.87801, 4.37093, 1.04703], [5.89420, 6.29699, -0.49913], [4.27184, 6.39582, -2.36646], [2.64384, 4.56117, -2.68382], [-5.83645, 1.91994, 0.40933], [-4.93084, 0.27606, 0.44970], [-5.49279, -0.77137, -1.00728], [-5.45121, -0.63235, 2.01053], [-3.14901, 0.54554, 0.36208], [-1.93453, 0.72604, 0.30017], [-6.92093, 1.79045, 0.45831], [-5.59627, 2.46569, -0.50566], [-5.52539, 2.53824, 1.25441], [-6.57232, -0.94741, -0.98219], [-4.99759, -1.74489, -0.98091], [-5.24151, -0.29344, -1.95594], [-6.52926, -0.81564, 2.00396], [-5.21317, -0.05659, 2.90825], [-4.94233, -1.59571, 2.08372], [-2.21829, -1.96795, 3.20104], [-0.72198, -1.68545, 3.16356], [0.06851, -2.91535, 3.56662], [-0.39124, -1.34630, 1.80355], [-0.47603, 0.04410, 1.67690], [-0.59621, 0.63675, 2.93018], [-0.34016, -0.37858, 3.91644], [1.14565, -0.31684, 4.26010], [-1.17641, -0.08890, 5.14998], [-2.43677, -2.76460, 2.48782], [-2.77624, -1.08157, 2.89907], [-2.54638, -2.28568, 4.19290], [-0.27009, -3.77092, 2.98064], [-0.08265, -3.13949, 4.62603], [1.13248, -2.77757, 3.38183], [1.75477, -0.53794, 3.38238], [1.40144, -1.01615, 5.05940], [1.38406, 0.69591, 4.58650], [-2.22644, 0.03276, 4.89056], [-0.82920, 0.83686, 5.61104], [-1.07929, -0.89739, 5.87921], [-0.29505, -4.97178, -0.62995], [0.80287, -4.28767, -0.95927], [1.86457, -4.82105, -1.15920], [0.55987, -2.77589, -1.01746], [-0.87492, -2.49404, -0.85149], [-1.36650, -1.94437, -2.11913], [-0.16730, -1.24461, -2.74410], [1.00902, -2.14257, -2.35105], [1.11865, -2.35464, -0.17355], [-1.01091, -1.83157, -0.09546], [-0.97975, -4.25037, -0.54757], [-2.20745, -1.27800, -1.92583], [-1.70248, -2.76408, -2.76536], [-0.03353, -0.25761, -2.29478], [-0.26688, -1.10654, -3.82437], [1.94061, -1.58874, -2.25499], [1.17962, -2.92551, -3.09573]], "forces_ev_per_angstrom": [[-0.15, 0.03, 0.53], [0.08, 0.03, 0.04], [-0.05, 0.07, -0.23], [-0.01, 0.11, -0.04], [0.07, -0.09, 0.15], [-0.03, 0.00, -0.03], [0.03, 0.00, 0.04], [-0.01, 0.01, -0.04], [0.04, -0.01, 0.03], [-0.06, 0.03, -0.04], [-0.06, -0.09, -0.05], [-0.02, -0.02, 0.02], [0.03, 0.02, 0.02], [0.00, 0.01, -0.01], [-0.01, -0.02, 0.00], [0.01, 0.01, 0.00], [0.02, -0.01, -0.02], [-0.01, 0.01, 0.00], [0.01, -0.01, 0.01], [0.00, 0.00, 0.00], [0.01, 0.00, -0.01], [0.00, 0.01, -0.02], [-0.01, -0.01, 0.00], [-0.01, 0.00, 0.00], [0.00, 0.00, 0.00], [0.00, 0.00, 0.00], [0.01, 0.03, -0.01], [-0.13, -0.01, -0.11], [-0.01, -0.03, 0.04], [0.05, 0.01, 0.03], [0.16, -0.11, 0.15], [-0.07, 0.10, -0.21], [0.00, -0.02, 0.00], [0.00, 0.00, 0.01], [-0.01, 0.01, -0.01], [0.01, 0.04, 0.00], [0.03, 0.00, -0.02], [0.00, 0.00, 0.00], [0.00, 0.01, -0.02], [0.02, -0.01, -0.01], [-0.03, 0.00, 0.01], [0.04, 0.00, 0.00], [-0.01, 0.02, 0.00], [-0.01, 0.02, 0.00], [0.03, -0.02, 0.20], [0.13, 0.05, -0.32], [0.01, -0.12, 0.03], [0.01, 0.00, 0.00], [-0.02, 0.01, 0.00], [0.01, 0.00, -0.04], [-0.01, 0.00, 0.00], [0.00, 0.00, 0.01], [-0.01, 0.01, 0.00], [0.00, -0.01, 0.01], [0.01, -0.01, -0.01], [0.00, -0.01, 0.01], [0.00, -0.01, 0.01], [0.01, 0.02, -0.02], [0.00, 0.00, 0.01], [0.00, -0.01, 0.00], [-0.01, -0.01, 0.01], [-0.01, 0.01, 0.01], [-0.06, -0.03, 0.00], [-0.07, 0.07, 0.04], [0.03, 0.07, -0.06], [0.16, 0.02, 0.21], [0.00, -0.12, -0.03], [-0.05, 0.02, -0.02], [0.13, 0.08, -0.07], [-0.01, -0.17, -0.25], [-0.10, 0.02, -0.10], [0.01, 0.00, 0.00], [0.00, 0.01, -0.01], [0.00, -0.02, -0.01], [-0.03, 0.01, 0.01], [-0.11, 0.03, 0.05], [0.05, -0.05, 0.04], [0.02, 0.03, 0.10], [-0.04, 0.01, 0.01]], "mulliken_charge": [0.44, -0.49, 0.25, -0.48, 0.48, -0.22, -0.58, -0.42, -0.63, -0.50, 0.56, -0.25, -0.57, -0.40, -0.67, -0.40, 0.33, 0.40, 0.38, 0.38, 0.36, 0.32, 0.38, 0.36, 0.38, 0.36, -1.01, -0.25, -1.03, -0.94, 0.45, -0.51, 0.29, 0.30, 0.29, 0.32, 0.29, 0.33, 0.37, 0.32, 0.25, -1.93, 1.54, -2.21, -0.61, 0.76, -0.62, 1.97, -1.89, -1.85, 0.56, 0.19, 0.32, 0.46, 0.34, 0.41, 0.27, 0.33, 0.50, 0.31, 0.47, 0.31, -0.60, 0.15, -0.65, 1.76, -0.41, -0.85, 0.53, -0.96, -0.26, -0.14, 0.57, 0.14, 0.40, -0.57, 0.54, 0.08, 0.38]}